{
  "formula": "C38H78O11",
  "method": "the ωB97M-V functional and the def2-TZVPD basis",
  "gap_ev": 9.9,
  "lumo_energy_ev": 0.404,
  "smiles": "C1CCOC1.C1CCOC1.C1CCOC1.C1CCOC1.C1CCOC1.C1CCOC1.C1CCOC1.C1CCOC1.C1CCOC1.OCCO",
  "e_above_lowest_kj_mol": 0.0,
  "e_tot_ha": -2322.06388,
  "homo_ev": -9.5,
  "multiplicity": 1,
  "elements": ["C", "C", "O", "O", "H", "H", "H", "H", "H", "H", "C", "C", "C", "O", "C", "H", "H", "H", "H", "H", "H", "H", "H", "C", "C", "C", "O", "C", "H", "H", "H", "H", "H", "H", "H", "H", "C", "C", "C", "O", "C", "H", "H", "H", "H", "H", "H", "H", "H", "C", "C", "C", "O", "C", "H", "H", "H", "H", "H", "H", "H", "H", "C", "C", "C", "O", "C", "H", "H", "H", "H", "H", "H", "H", "H", "C", "C", "C", "O", "C", "H", "H", "H", "H", "H", "H", "H", "H", "C", "C", "C", "O", "C", "H", "H", "H", "H", "H", "H", "H", "H", "C", "C", "C", "O", "C", "H", "H", "H", "H", "H", "H", "H", "H", "C", "C", "C", "O", "C", "H", "H", "H", "H", "H", "H", "H", "H"],
  "positions_angstrom": [[3.83, -0.47, -2.32], [2.81, 0.63, -2.90], [3.05, 0.83, -4.30], [5.14, 0.10, -2.26], [3.89, -1.34, -2.99], [3.48, -0.81, -1.35], [2.84, 1.53, -2.30], [1.78, 0.29, -2.77], [3.86, 1.32, -4.46], [5.76, -0.53, -2.65], [-4.70, -0.48, 0.30], [-5.01, 0.88, -0.26], [-6.48, 1.12, 0.08], [-6.96, -0.14, 0.53], [-6.04, -1.16, 0.11], [-4.33, -0.45, 1.33], [-3.94, -0.98, -0.30], [-4.96, 0.89, -1.35], [-4.39, 1.70, 0.11], [-7.07, 1.39, -0.79], [-6.63, 1.93, 0.80], [-6.23, -1.47, -0.92], [-6.25, -2.03, 0.73], [-1.63, -1.93, -4.50], [-2.86, -1.83, -3.67], [-3.90, -1.43, -4.68], [-3.23, -1.10, -5.90], [-1.83, -1.06, -5.66], [-1.59, -2.94, -4.91], [-0.71, -1.72, -3.96], [-2.75, -1.14, -2.84], [-3.15, -2.79, -3.24], [-4.44, -0.56, -4.29], [-4.59, -2.26, -4.81], [-1.57, -0.03, -5.43], [-1.33, -1.37, -6.58], [3.86, 3.51, 1.46], [3.98, 2.52, 0.37], [4.95, 1.45, 0.90], [4.63, 1.45, 2.32], [3.81, 2.56, 2.69], [3.01, 4.18, 1.31], [4.77, 4.06, 1.66], [4.31, 2.85, -0.61], [3.01, 2.04, 0.23], [5.98, 1.77, 0.71], [4.71, 0.48, 0.45], [4.23, 3.10, 3.54], [2.78, 2.35, 2.95], [0.07, 5.00, 1.17], [-0.53, 3.69, 0.58], [-2.00, 3.99, 0.84], [-2.10, 4.77, 2.03], [-1.04, 5.69, 2.12], [0.38, 5.61, 0.33], [0.99, 4.81, 1.73], [-0.06, 2.84, 1.09], [-0.39, 3.52, -0.49], [-2.58, 3.08, 1.00], [-2.43, 4.45, -0.05], [-0.69, 5.83, 3.15], [-1.45, 6.65, 1.83], [-1.24, 1.90, -3.06], [-0.10, 2.56, -3.84], [-0.78, 3.54, -4.79], [-2.17, 3.77, -4.26], [-2.49, 2.73, -3.40], [-0.98, 1.79, -2.01], [-1.44, 0.89, -3.42], [0.55, 1.83, -4.32], [0.54, 3.16, -3.19], [-0.96, 3.07, -5.75], [-0.20, 4.46, -4.85], [-3.19, 2.08, -3.92], [-2.97, 3.08, -2.48], [1.97, -6.71, 2.71], [0.86, -7.03, 1.66], [0.70, -5.74, 0.85], [1.49, -4.78, 1.59], [1.62, -5.21, 2.93], [2.95, -6.88, 2.26], [1.92, -7.15, 3.70], [-0.12, -7.19, 2.11], [1.08, -7.82, 0.94], [-0.33, -5.44, 0.68], [1.15, -5.85, -0.14], [0.72, -5.02, 3.51], [2.47, -4.66, 3.34], [-2.08, 1.35, 4.25], [-3.28, 2.14, 3.88], [-4.34, 1.42, 4.67], [-3.86, 0.09, 4.70], [-2.52, -0.09, 4.25], [-1.78, 1.58, 5.27], [-1.27, 1.43, 3.53], [-3.63, 1.99, 2.86], [-3.17, 3.19, 4.14], [-5.31, 1.49, 4.17], [-4.38, 1.85, 5.66], [-2.49, -0.47, 3.23], [-1.84, -0.69, 4.85], [0.21, -1.45, 1.36], [-0.62, -1.79, 0.19], [-0.86, -0.49, -0.59], [-0.27, 0.49, 0.21], [0.79, -0.08, 0.95], [1.02, -2.18, 1.43], [-0.33, -1.41, 2.30], [-1.57, -2.28, 0.42], [-0.20, -2.56, -0.45], [-1.91, -0.34, -0.84], [-0.28, -0.53, -1.52], [0.94, 0.51, 1.86], [1.73, -0.18, 0.41], [5.84, -2.06, 2.09], [4.40, -2.51, 1.88], [4.46, -3.47, 0.66], [5.82, -3.42, 0.24], [6.41, -2.15, 0.73], [6.26, -2.75, 2.82], [5.80, -1.05, 2.51], [3.71, -1.68, 1.71], [4.03, -2.99, 2.79], [3.83, -3.13, -0.17], [4.19, -4.47, 0.98], [5.97, -1.35, 0.14], [7.50, -2.19, 0.64]],
  "mulliken_charge": [0.1484, 0.2966, -0.5886, -0.5650, 0.6345, -0.2934, 0.1201, -0.4080, 0.3317, 0.3092, 0.7666, 0.3910, -0.6146, -0.4463, -0.6164, -0.1999, -0.2863, 0.1167, -0.3023, 0.3076, 0.3280, 0.2258, 0.3702, -0.6157, 0.7369, -0.6518, -0.4878, 0.0328, 0.3222, 0.2141, -0.8179, 0.4940, 0.3158, 0.3157, -0.1178, 0.3254, -0.6628, 0.2953, 0.5204, -0.4125, -0.3916, 0.1566, 0.3439, 0.5815, -0.5474, 0.3048, -0.7196, 0.4041, 0.1043, -0.4712, 1.5357, 0.3728, -0.4528, -0.5168, 0.4517, -0.0322, -0.6505, -0.4977, -0.4780, 0.2427, 0.3151, 0.2036, 2.9094, -0.3783, -0.6335, -0.5316, -0.2915, -1.2306, -1.4118, 0.2845, 0.2242, 0.2980, 0.3383, 0.2186, 0.2568, -0.5272, -0.6848, -0.4171, -0.1623, -0.4703, 0.2564, 0.3651, 0.3212, 0.3261, 0.1822, 0.3367, 0.3056, 0.2206, -0.2447, 0.3690, -0.6745, -0.5000, 0.0938, 0.3237, -0.0850, -0.5182, 0.4070, 0.3084, 0.3467, -0.1272, 0.3650, 0.5425, -0.8298, 0.8024, -0.1582, 0.3811, -0.2558, 0.0970, 0.3576, 0.2716, -0.3400, -0.4650, 0.2750, -0.9658, -0.8232, 0.5147, 0.0367, -0.5428, 0.1112, 0.3963, 0.2771, -0.4360, 0.1735, 0.1745, 0.0278, -0.2365, 0.3549]
}